{"formula": "C7H12O", "method": "the ωB97M-V functional and the def2-TZVPD basis", "elements": ["C", "C", "C", "C", "C", "C", "C", "O", "H", "H", "H", "H", "H", "H", "H", "H", "H", "H", "H", "H"], "xyz": [[-3.12, 0.44, 0.25], [-2.25, 0.57, -0.70], [-0.03, -0.59, -0.29], [1.14, 0.27, -0.20], [-0.36, -1.94, 0.23], [0.97, 1.77, -0.08], [2.44, -0.29, 0.31], [0.69, -0.33, -1.43], [-4.13, 0.86, 0.19], [-2.92, -0.09, 1.17], [-2.22, 1.04, -1.65], [-1.24, -2.33, -0.28], [-0.56, -1.87, 1.29], [0.47, -2.63, 0.05], [1.63, 2.28, -0.78], [1.22, 2.08, 0.93], [-0.06, 2.05, -0.30], [2.59, -1.29, -0.09], [2.44, -0.34, 1.40], [3.28, 0.33, -0.01]], "relative_energy_ev": 4.7966, "gap_ev": [8.44, 8.37], "largest_force_ev_per_a": 3.94}

{"formula": "C3H14N2O2", "method": "the ωB97M-V functional and the def2-TZVPD basis", "elements": ["N", "C", "C", "N", "C", "H", "H", "H", "H", "H", "H", "H", "H", "H", "H", "H", "H", "O", "H", "H", "O"], "xyz": [[-1.29, -1.08, 2.35], [1.74, 1.03, 0.13], [0.59, 1.28, -0.82], [0.44, 0.10, -1.67], [-0.91, -0.47, -1.60], [-1.50, -0.12, 2.13], [1.59, -0.03, 0.33], [1.50, 1.62, 0.96], [2.65, 1.26, -0.37], [-0.42, 1.24, -0.28], [0.76, 2.18, -1.39], [1.14, -0.60, -1.44], [-1.03, -0.90, -0.64], [-1.58, 0.43, -1.76], [-0.89, -1.14, -2.51], [-1.30, -1.44, 3.30], [1.66, -2.67, -0.33], [1.18, -1.90, -0.03], [-0.62, -1.54, 1.77], [-2.31, 1.51, 0.79], [-1.40, 1.24, 1.09]], "relative_energy_ev": 9.0321, "gap_ev": 3.63, "largest_force_ev_per_a": 4.94}

{"formula": "C25H25NO9", "method": "the ωB97M-V functional and the def2-TZVPD basis", "elements": ["C", "C", "O", "C", "N", "H", "H", "C", "C", "C", "C", "C", "C", "C", "O", "H", "C", "O", "C", "C", "C", "C", "C", "C", "C", "O", "H", "H", "H", "H", "O", "H", "C", "C", "H", "H", "H", "O", "C", "C", "H", "H", "C", "O", "H", "H", "C", "C", "H", "H", "O", "O", "H", "H", "H", "H", "H", "H", "H", "H"], "xyz": [[-0.23, 4.82, 0.33], [0.10, 3.58, 1.11], [-0.47, 3.26, 2.11], [1.22, 2.72, 0.49], [2.31, 3.60, 0.08], [3.03, 3.05, -0.39], [2.73, 4.04, 0.89], [0.62, 2.10, -0.79], [-0.42, 1.11, -0.41], [-0.07, 0.13, 0.49], [-0.99, -0.84, 0.91], [-2.31, -0.79, 0.41], [-2.69, 0.23, -0.49], [-1.75, 1.19, -0.90], [-2.05, 2.19, -1.73], [-3.01, 2.10, -1.96], [-4.05, 0.32, -1.00], [-4.41, 1.23, -1.77], [-5.00, -0.71, -0.58], [-6.31, -0.67, -1.07], [-7.23, -1.63, -0.68], [-6.85, -2.64, 0.20], [-5.56, -2.69, 0.68], [-4.62, -1.73, 0.30], [-3.26, -1.81, 0.84], [-2.94, -2.72, 1.62], [-5.24, -3.48, 1.35], [-7.57, -3.39, 0.50], [-8.24, -1.59, -1.05], [-6.58, 0.12, -1.75], [-0.59, -1.77, 1.77], [-1.36, -2.36, 1.95], [1.35, 0.19, 1.02], [1.65, 1.61, 1.49], [1.13, 1.77, 2.43], [2.72, 1.69, 1.67], [1.46, -0.52, 1.85], [2.30, -0.15, 0.00], [2.47, -1.53, -0.19], [3.29, -1.72, -1.48], [2.82, -1.16, -2.29], [3.29, -2.78, -1.74], [4.73, -1.23, -1.27], [5.54, -1.50, -2.38], [5.85, -2.41, -2.29], [4.72, -0.14, -1.14], [5.31, -1.89, -0.01], [4.39, -1.63, 1.18], [4.73, -2.16, 2.07], [4.34, -0.55, 1.38], [3.09, -2.14, 0.91], [5.48, -3.28, -0.22], [4.65, -3.71, 0.01], [6.31, -1.49, 0.19], [1.50, -2.03, -0.27], [0.22, 2.88, -1.44], [1.43, 1.59, -1.32], [-0.60, 5.59, 1.01], [-1.03, 4.58, -0.37], [0.64, 5.17, -0.22]], "relative_energy_ev": 0.0000, "gap_ev": 6.95, "largest_force_ev_per_a": 0.84, "smiles": "CC(=O)[C@]1(N)Cc2c(O)c3c(c(O)c2[C@@H](O[C@H]2C[C@H](O)[C@H](O)CO2)C1)C(=O)c1ccccc1C3=O"}

{"formula": "C6H11N", "method": "the ωB97M-V functional and the def2-TZVPD basis", "elements": ["C", "C", "N", "C", "C", "C", "C", "H", "H", "H", "H", "H", "H", "H", "H", "H", "H", "H"], "xyz": [[-1.28, -0.84, 1.69], [-0.34, -1.24, 0.53], [-0.13, 0.91, -2.60], [-0.25, -0.18, -1.69], [0.03, -0.16, -0.38], [0.64, 1.17, 0.07], [1.63, 1.11, 1.01], [-0.85, 0.06, 2.05], [-2.25, -0.66, 1.25], [-1.32, -1.64, 2.44], [0.65, -1.78, 0.79], [-0.76, -2.10, -0.06], [0.25, 0.65, -3.50], [0.34, 1.70, -2.23], [-0.70, -1.04, -2.14], [-0.03, 2.09, 0.03], [2.15, 1.77, 1.62], [2.21, 0.17, 1.12]], "relative_energy_ev": 2.0674, "gap_ev": 9.03, "largest_force_ev_per_a": 3.52, "smiles": "C=C/C(=C\\N)CC"}

{"formula": "C41H43As2N5PdS2", "method": "the ωB97M-V functional and the def2-TZVPD basis", "elements": ["Pd", "C", "C", "As", "C", "C", "C", "C", "C", "C", "C", "C", "C", "C", "C", "C", "As", "C", "C", "C", "C", "C", "C", "C", "C", "C", "C", "C", "C", "H", "H", "H", "H", "H", "H", "H", "H", "H", "H", "H", "H", "H", "H", "H", "H", "H", "H", "H", "H", "H", "H", "H", "H", "N", "C", "N", "C", "C", "S", "C", "C", "S", "C", "N", "N", "H", "H", "H", "H", "H", "H", "C", "N", "C", "C", "C", "C", "C", "C", "C", "C", "H", "H", "H", "H", "H", "H", "H", "H", "H", "H", "H", "H", "H"], "xyz": [[-0.02, 0.78, -0.61], [-1.06, -2.71, 1.11], [-0.97, -1.51, 2.05], [0.52, -0.32, 1.55], [1.93, -1.65, 1.83], [2.44, -2.25, 0.68], [3.33, -3.31, 0.77], [3.72, -3.78, 2.01], [3.22, -3.19, 3.17], [2.33, -2.13, 3.07], [0.57, 0.67, 3.26], [1.74, 1.00, 3.93], [1.71, 1.74, 5.11], [0.50, 2.18, 5.62], [-0.67, 1.89, 4.94], [-0.64, 1.15, 3.77], [-1.31, -2.09, -0.76], [-1.83, -3.81, -1.55], [-1.28, -5.01, -1.12], [-1.63, -6.22, -1.72], [-2.53, -6.23, -2.77], [-3.06, -5.03, -3.24], [-2.70, -3.84, -2.64], [-3.15, -1.44, -0.43], [-3.33, -0.08, -0.18], [-4.59, 0.43, 0.13], [-5.69, -0.42, 0.17], [-5.51, -1.78, -0.06], [-4.26, -2.28, -0.35], [-1.90, -3.35, 1.38], [-0.15, -3.30, 1.17], [-0.81, -1.84, 3.08], [-1.90, -0.94, 2.01], [2.11, -1.87, -0.29], [3.71, -3.77, -0.13], [4.42, -4.60, 2.09], [3.53, -3.56, 4.14], [1.92, -1.69, 3.98], [2.70, 0.64, 3.57], [2.64, 1.98, 5.62], [0.47, 2.74, 6.55], [-1.62, 2.23, 5.33], [-1.56, 0.95, 3.23], [-0.58, -5.02, -0.29], [-1.21, -7.14, -1.36], [-2.81, -7.17, -3.24], [-3.76, -5.04, -4.06], [-3.11, -2.90, -3.01], [-2.48, 0.59, -0.22], [-4.70, 1.49, 0.33], [-6.67, -0.02, 0.38], [-6.37, -2.45, -0.01], [-4.13, -3.35, -0.50], [-1.23, 0.07, -3.44], [0.09, -0.17, -3.66], [1.02, 0.00, -2.75], [2.28, -0.30, -3.24], [2.30, -0.75, -4.52], [0.71, -0.79, -5.18], [3.46, -0.09, -2.38], [4.77, -0.32, -2.69], [5.80, 0.14, -1.39], [4.38, 0.62, -0.50], [3.27, 0.43, -1.12], [4.43, 1.23, 0.75], [-1.34, 0.61, -2.57], [-1.82, 0.29, -4.22], [3.14, -1.05, -5.13], [5.19, -0.70, -3.60], [5.26, 1.03, 1.28], [3.58, 1.03, 1.26], [2.16, 5.22, 0.13], [1.70, 3.82, 0.06], [1.71, 3.32, -1.34], [0.34, 3.64, 0.72], [-0.82, 3.83, -0.22], [-1.41, 5.09, -0.31], [-2.46, 5.30, -1.18], [-2.91, 4.24, -1.96], [-2.31, 2.99, -1.85], [-1.25, 2.71, -0.98], [3.12, 5.32, -0.37], [2.25, 5.52, 1.17], [1.42, 5.84, -0.37], [2.36, 3.22, 0.58], [1.11, 3.98, -1.95], [1.25, 2.31, -1.35], [2.74, 3.29, -1.71], [0.31, 4.31, 1.58], [0.30, 2.59, 1.04], [-1.05, 5.91, 0.31], [-2.94, 6.27, -1.25], [-3.73, 4.39, -2.65], [-2.71, 2.20, -2.48]], "gap_ev": 6.09, "largest_force_ev_per_a": 0.90}

Number 1: molecular weight 112.17 g/mol. Number 2: molecular weight 110.16 g/mol. Number 3: molecular weight 483.47 g/mol. Number 4: molecular weight 97.16 g/mol. Number 5: molecular weight 926.23 g/mol.